# 1
Computed, not measured: a molecular structure, C23H27N3O7OsP in a non-equilibrium geometry, with wB97M-V/def2-TZVPD.

Geometry as XYZ:
```
62
Properties=species:S:1:pos:R:3:lowdin_charge:R:1
Os -0.26 0.10 -0.37 1.561
O -1.57 0.55 1.19 -0.137
C -2.20 -0.21 1.94 -0.075
C -2.16 -1.66 1.92 -0.077
C -3.02 -2.33 2.74 0.137
C -3.02 -3.76 2.77 -0.015
C -2.15 -4.53 2.01 0.084
C -1.25 -3.88 1.20 0.130
C -1.22 -2.43 1.11 -0.257
O -0.35 -1.91 0.36 -0.115
N -3.99 -4.42 3.67 -0.328
O -4.65 -3.68 4.36 0.143
O -4.00 -5.62 3.65 0.167
H -2.86 0.27 2.68 0.171
H -3.72 -1.82 3.40 0.155
H -2.20 -5.60 2.08 0.155
H -0.54 -4.43 0.59 0.151
C 2.29 -1.65 -3.33 0.015
C 2.22 -0.71 -4.36 0.039
C 1.39 0.40 -4.22 0.052
C 0.65 0.54 -3.07 -0.173
N 0.74 -0.37 -2.07 -0.096
C 1.55 -1.44 -2.19 -0.078
C -0.30 1.65 -2.81 -0.181
C -0.65 2.62 -3.72 0.050
C -1.57 3.59 -3.35 0.034
C -2.11 3.58 -2.07 0.016
C -1.72 2.59 -1.20 -0.061
N -0.84 1.64 -1.56 -0.095
H 2.92 -2.52 -3.41 0.137
H 2.80 -0.84 -5.26 0.143
H 1.33 1.13 -5.01 0.134
H 1.58 -2.12 -1.35 0.119
H -0.23 2.62 -4.72 0.134
H -1.86 4.36 -4.06 0.143
H -2.82 4.33 -1.75 0.138
H -2.10 2.53 -0.19 0.120
C 2.49 2.13 4.49 -0.050
C 2.17 0.97 3.60 -0.205
O 2.60 1.31 2.22 -0.240
P 1.98 0.92 0.86 0.641
O 1.67 2.23 0.03 -0.327
C 2.67 3.31 -0.21 -0.189
C 2.49 4.41 0.80 -0.049
O 3.13 0.23 0.03 -0.278
C 4.15 -0.63 0.68 -0.222
C 5.47 0.07 0.69 -0.048
H 2.25 1.86 5.52 0.101
H 1.91 3.01 4.22 0.087
H 3.55 2.37 4.44 0.097
H 1.10 0.75 3.56 0.106
H 2.72 0.07 3.87 0.123
H 2.47 3.64 -1.22 0.123
H 3.66 2.85 -0.17 0.118
H 1.45 4.75 0.83 0.089
H 3.11 5.26 0.51 0.102
H 2.79 4.10 1.80 0.073
H 4.17 -1.55 0.09 0.120
H 3.81 -0.88 1.69 0.109
H 5.76 0.36 -0.33 0.093
H 6.24 -0.60 1.08 0.101
H 5.45 0.96 1.31 0.085
```

Properties
total charge = +3
molar mass = 678.687 g/mol
spin multiplicity = 5
orbital gap (spin up / spin down) = 0.25731 / 0.20355 hartree
HOMO (spin up / spin down) = -17.080 / -18.172 eV



# 2
Computed, not measured: 2 unconnected molecules or ions with the total composition C2H4BrClO2 in a non-equilibrium geometry, with wB97M-V/def2-TZVPD.

Geometry as XYZ:
```
10
Properties=species:S:1:pos:R:3:lowdin_charge:R:1
C 0.46 -0.02 0.38 -0.185
C -1.30 1.70 -1.16 -0.771
O -0.04 1.24 0.39 -0.132
O -2.00 2.68 -0.70 -0.615
Cl -0.18 1.94 -2.43 0.705
Br -1.14 4.24 -0.19 0.592
H 1.11 -0.07 1.27 0.113
H 1.09 -0.23 -0.50 0.081
H -0.31 -0.80 0.48 0.106
H -1.85 0.76 -1.19 0.107
```

Properties
energy relative to the best compared isomer or geometry (same formula, charge and spin) = 241.6 kJ/mol
molar mass = 175.409 g/mol
spin multiplicity = 3
orbital gap (spin up / spin down) = 0.25108 / 0.21773 hartree
HOMO (spin up / spin down) = -6.809 / -9.272 eV



# 3
Computed, not measured: a molecular structure, C23H36BCl6FIMgN4NaO18P in a non-equilibrium geometry, with wB97M-V/def2-TZVPD.

Geometry as XYZ:
```
93
Properties=species:S:1:pos:R:3:lowdin_charge:R:1
N -0.52 7.44 -4.08 -0.016
C -0.23 6.04 -4.03 -0.413
C -1.32 5.19 -3.35 -0.241
N -1.02 4.67 -1.95 -0.462
I -2.98 4.14 -1.16 1.204
C -0.18 3.45 -1.89 -0.331
C 0.54 2.99 -2.97 -0.084
C 1.31 1.84 -2.82 -0.103
N 1.39 1.15 -1.71 0.131
C 0.67 1.59 -0.68 -0.079
C -0.11 2.73 -0.70 -0.071
P -0.43 6.03 -0.88 0.359
O -1.39 7.10 -1.10 -0.202
O 1.05 6.29 -1.27 -0.063
O -0.45 5.43 0.56 -0.088
H 0.19 7.94 -4.68 0.063
H -0.51 7.87 -3.16 0.058
H 0.77 5.80 -3.60 -0.129
H -0.17 5.69 -5.07 0.085
H -2.19 5.83 -3.22 0.055
H -1.60 4.33 -3.94 0.122
H 0.57 3.43 -3.96 0.005
H 1.90 1.49 -3.66 0.124
H 0.70 1.01 0.23 0.108
H -0.66 3.01 0.18 0.076
H 1.59 5.58 -1.66 0.071
H 0.41 5.09 0.85 0.120
C 0.33 10.39 -4.78 -0.782
O 0.50 11.58 -4.94 0.026
O -0.19 10.00 -3.48 -0.027
O 0.51 9.39 -5.52 -0.095
H -0.28 10.82 -2.99 0.091
B 2.68 -2.24 1.92 -0.875
O 2.64 -3.15 3.09 0.199
C 3.65 -2.84 3.90 -0.367
O 3.90 -3.40 4.93 0.149
C 4.41 -1.65 3.28 -0.379
O 5.36 -1.11 3.75 0.180
O 3.81 -1.35 2.14 0.239
O 2.79 -3.00 0.66 0.242
C 1.76 -2.73 -0.13 -0.389
O 1.53 -3.17 -1.21 0.164
C 0.86 -1.72 0.63 -0.392
O -0.17 -1.24 0.22 0.089
O 1.41 -1.47 1.80 0.229
C -3.01 -2.64 0.45 -0.979
Cl -2.72 -4.39 0.58 0.551
Cl -4.35 -2.26 -0.64 0.554
H -3.24 -2.25 1.43 0.031
H -2.10 -2.20 0.06 -0.012
Na -2.54 7.31 -5.18 0.772
O -4.58 -6.34 2.75 -0.102
H -4.42 -7.11 2.18 -0.093
H -3.91 -5.70 2.47 -0.026
Cl -3.79 -8.90 3.03 0.147
C -3.42 -3.67 -3.84 -0.063
C -2.63 -4.96 -3.75 -0.313
O -2.09 -5.07 -5.05 0.136
C -1.95 -3.82 -5.57 -0.550
O -1.32 -3.53 -6.52 0.188
O -2.66 -2.94 -4.81 0.063
F -3.42 -6.04 -3.50 0.076
H -4.42 -3.86 -4.22 0.147
H -3.47 -3.12 -2.91 0.062
H -1.81 -4.95 -3.03 0.171
C 4.08 11.55 -5.37 -1.556
Cl 4.01 9.84 -5.79 0.511
Cl 3.87 11.78 -3.64 0.529
Cl 5.59 12.27 -5.92 0.524
H 3.26 12.05 -5.87 0.011
Mg 2.18 5.04 -4.51 0.761
C -1.84 -7.30 5.84 -0.054
C -0.34 -7.23 5.64 -0.199
N 0.14 -6.12 4.87 -0.033
C 1.51 -6.23 4.43 -0.158
C 2.55 -6.20 5.57 -0.024
C -0.32 -4.81 5.25 -0.165
C 0.04 -4.36 6.68 -0.016
H -2.35 -7.30 4.88 0.037
H -2.08 -8.22 6.36 0.094
H -2.23 -6.48 6.45 0.082
H 0.00 -8.14 5.14 0.146
H 0.15 -7.22 6.63 0.149
H 1.73 -5.43 3.72 0.122
H 1.62 -7.17 3.88 0.137
H 2.67 -5.20 5.97 0.051
H 3.51 -6.50 5.15 0.100
H 2.30 -6.89 6.38 0.081
H -1.41 -4.79 5.14 0.128
H 0.07 -4.09 4.53 0.132
H -0.16 -5.14 7.42 0.082
H -0.59 -3.51 6.93 0.092
H 1.07 -4.05 6.76 0.076
```

Properties
total charge = +1
molar mass = 1104.252 g/mol
orbital gap = 0.03427 hartree
HOMO = -9.620 eV



# 4
Computed, not measured: 2 unconnected molecules or ions with the total composition C3H5NS in a non-equilibrium geometry, with wB97M-V/def2-TZVPD.

Geometry as XYZ:
```
10
Properties=species:S:1:pos:R:3:lowdin_charge:R:1
C -2.06 0.90 -0.60 -0.143
C 1.14 -0.74 -0.33 -0.241
C 0.36 -1.08 0.90 -0.554
N -1.42 1.60 -1.20 0.062
S -0.11 0.08 1.92 0.652
H 2.21 -1.11 -0.10 0.090
H 0.88 -1.40 -1.15 0.052
H 1.27 0.16 -0.84 0.033
H -2.70 0.31 0.10 0.078
H 0.44 1.28 1.29 -0.029
```

Properties
energy relative to the best compared isomer or geometry (same formula, charge and spin) = 187.5 kJ/mol
molar mass = 87.147 g/mol
spin multiplicity = 3
orbital gap (spin up / spin down) = 0.28594 / 0.33558 hartree
HOMO (spin up / spin down) = -6.916 / -10.526 eV



Which of these has the lowest molar mass? C3H5NS